Computed, not measured: C22H29F2N3O3S in the gas phase in a non-equilibrium geometry, with ωB97M-V/def2-TZVPD.

```
! wB97M-V def2-TZVPD RIJCOSX def2/J DEFGRID3
* xyz 0 1
H -2.35666 -1.94924 -2.47458
H 2.39965 2.04479 4.74256
S -3.63641 -2.20395 -0.52337
H 1.49134 4.16413 3.98058
F -8.16743 0.87715 1.61340
C -6.96949 -1.16189 1.39107
C -7.12117 0.19288 1.11555
C 2.04284 4.06475 1.93854
H 3.40506 -0.28857 -1.79215
H 3.54025 -0.42225 -3.54733
H 2.05042 -3.22819 -3.57110
C -5.89944 -1.86127 0.87429
H 3.13848 2.38835 1.08920
H -0.11087 2.38390 4.09530
H -5.79514 -2.91254 1.08970
H -3.66163 -0.70892 -2.41618
C 2.43053 3.15477 0.77243
H 2.90324 3.76386 -0.00676
O 2.08982 0.37291 0.47742
H 4.08531 -3.82348 -1.04331
C 1.60444 3.36628 3.23636
H -4.37515 0.68388 -0.77329
F -7.86725 -1.80240 2.15820
C 0.25494 2.66046 3.10908
H 1.57848 -3.85818 -1.48661
C -1.88418 -0.25768 -1.31168
H 3.50446 -4.23205 -3.49966
C -0.07718 0.66539 -0.45751
H -0.48518 3.30820 2.64386
N 1.24528 -2.08018 -0.51274
H -6.31304 1.89482 0.13053
H 2.05858 -0.92133 -2.74520
H 0.50602 3.03303 -0.08372
C 3.50076 -2.90325 -1.11306
H 2.73429 1.52013 3.09907
H 4.79272 -2.24865 -2.65881
C -0.52494 -0.53867 -0.95715
H 1.24379 4.73527 1.61085
C -4.96338 -1.20527 0.07689
C 0.15632 -1.83419 -1.24705
C 2.66312 2.39098 3.74613
H 3.43317 -2.84636 -4.58900
C 2.06376 -3.25089 -0.72130
N -2.18008 0.98491 -1.03657
O -0.29024 -2.58695 -2.09917
C 3.70627 -2.31166 -2.51684
C -6.18813 0.84243 0.32923
H 1.63745 -1.34144 0.06696
H 3.63802 2.87066 3.79772
C -5.10718 0.15098 -0.18857
H 2.91508 4.68197 2.16373
C 3.14107 -0.89790 -2.65363
O -1.08048 1.56789 -0.51889
C 1.20901 1.13875 0.11230
N 1.29771 2.47188 0.19348
C 3.13680 -3.21411 -3.60914
H 3.89803 -2.20097 -0.37583
C -2.87209 -1.20905 -1.86098
H 2.08752 -3.82363 0.21333
H 0.34268 1.74970 2.52339
*
```

E_HOMO (eV): -8.28
Max |F| (eV Å⁻¹): 1.3
SMILES: CC(C)CCNC(=O)c1onc(CSc2ccc(F)c(F)c2)c1C(=O)NCCC(C)C
E (eV): -50167.974
Gap between HOMO and LUMO (eV): 8.12

Computed, not measured: 2 unconnected molecules or ions with the total composition C4H12OS in a non-equilibrium geometry, with ωB97M-V/def2-TZVPD.

```
! wB97M-V def2-TZVPD RIJCOSX def2/J DEFGRID3
* xyz 0 1
O -3.49706 0.87946 0.39322
H 2.31216 -1.67505 2.12915
H -1.85295 1.16479 1.55954
H -0.05167 -0.00345 -2.90100
C 0.75618 -0.85904 -0.81625
C -2.31108 1.52750 0.60943
H -2.74951 2.67194 0.63448
H 1.47871 -1.02113 -2.67150
H 1.41332 0.72464 -2.39862
H 0.91902 -2.01901 -0.80110
C 0.86089 -0.24242 -2.28175
H -3.48533 -0.11224 0.35838
H 2.66175 -0.08486 2.61613
H -0.20720 -0.78504 -0.39934
H 1.02437 -0.69599 2.10146
H -1.51131 1.45938 -0.20061
S 2.24281 -0.22113 0.08709
C 1.99690 -0.70834 1.98128
*
```

E_HOMO (eV): -8.58
Max |F| (eV Å⁻¹): 5.7
SMILES: CCSC.CO
E (eV): -17222.739
Gap between HOMO and LUMO (eV): 9.28

Which of these has the lowest E?
C22H29F2N3O3S

What did the second record say?
Computed, not measured: 2 unconnected molecules or ions with the total composition C4H12OS in a non-equilibrium geometry, with ωB97M-V/def2-TZVPD.

```
! wB97M-V def2-TZVPD RIJCOSX def2/J DEFGRID3
* xyz 0 1
O -3.49706 0.87946 0.39322
H 2.31216 -1.67505 2.12915
H -1.85295 1.16479 1.55954
H -0.05167 -0.00345 -2.90100
C 0.75618 -0.85904 -0.81625
C -2.31108 1.52750 0.60943
H -2.74951 2.67194 0.63448
H 1.47871 -1.02113 -2.67150
H 1.41332 0.72464 -2.39862
H 0.91902 -2.01901 -0.80110
C 0.86089 -0.24242 -2.28175
H -3.48533 -0.11224 0.35838
H 2.66175 -0.08486 2.61613
H -0.20720 -0.78504 -0.39934
H 1.02437 -0.69599 2.10146
H -1.51131 1.45938 -0.20061
S 2.24281 -0.22113 0.08709
C 1.99690 -0.70834 1.98128
*
```

E_HOMO (eV): -8.58
Max |F| (eV Å⁻¹): 5.7
SMILES: CCSC.CO
E (eV): -17222.739
Gap between HOMO and LUMO (eV): 9.28

Among the records above, which one has the lowest E?
C22H29F2N3O3S

The highest E_HOMO belongs to which entry?
C22H29F2N3O3S